Record 1
ORCA calculation (ωB97M-V/def2-TZVPD) on a gas-phase ion, FHNO4S2 (charge -1).

- calculated total energy (eV) = -34081.8059
- multiplicity = 3
- LUMO energy (alpha / beta) (eV) = 3.79 / 1.50
- Kohn-Sham gap (alpha / beta) (Ha) = 0.2097 / 0.2678
- HOMO level (alpha / beta) (hartree) = -0.0704 / -0.2126
- charge = -1
- molecular weight (g mol⁻¹) = 162.143
- ⟨S²⟩ = 2.011

Atoms and positions in Å:
1 S -0.4502 0.4210 1.3463
2 S 0.5429 -0.7880 -0.7432
3 F 1.6875 -1.0005 -1.9263
4 O 0.3385 -2.0991 -0.2129
5 O 1.2403 0.2186 0.1343
6 O -0.1026 0.8973 2.7117
7 O -0.5780 -0.2757 -1.5337
8 N -1.2278 1.5244 0.5777
9 H -1.4506 1.1020 -0.3538

natural (NBO) population analysis, charges in e, atoms 1 to 8: 1.202 2.529 -0.535 -0.939 -0.894 -0.891 -0.977 -0.873



Record 2
ORCA calculation (ωB97M-V/def2-TZVPD) on a molecular structure, C27H29N7O5RhS2.

- calculated total energy (eV) = -73812.8853
- LUMO energy (eV) = -4.21
- Kohn-Sham gap (Ha) = 0.2418
- HOMO level (hartree) = -0.3966
- charge = +1
- molecular weight (g mol⁻¹) = 698.613

Atoms and positions in Å:
1 Rh 0.1839 -0.5209 0.3812
2 S 1.7522 -1.3160 3.3406
3 S 4.3719 -1.7381 1.9960
4 O -0.5021 2.0861 -1.3463
5 O 5.1495 -0.9469 -1.8707
6 O -3.2595 1.5313 0.8387
7 O -3.7566 -1.1101 -0.2547
8 O 1.0242 -0.3155 -1.3671
9 N 0.8176 3.4452 -2.6094
10 N -0.4364 -2.3372 -0.2737
11 N 2.1448 -0.9719 0.7579
12 N 0.2476 1.3492 1.3027
13 N -1.4769 3.8356 -2.4220
14 N 2.9804 -0.9256 -0.3566
15 N -1.7325 -0.1693 0.4196
16 C 2.6924 -1.2971 1.8715
17 C 2.3044 -0.5528 -1.4104
18 C -1.5500 -4.4942 -1.5599
19 C 0.3355 -3.3669 -0.6223
20 C 0.9570 4.0338 -3.9288
21 C 4.1415 0.0884 -5.1729
22 C -2.8022 3.3272 -2.1137
23 C 2.0303 2.9047 -2.0322
24 C -0.9697 1.9177 1.3265
25 C -0.1951 -4.4715 -1.2637
26 C -2.1410 1.0960 0.8278
27 C -2.5637 -1.1389 -0.1261
28 C -2.3457 -3.4189 -1.1948
29 C -0.3942 3.0700 -2.0796
30 C -0.0571 3.9393 2.1765
31 C 1.3148 2.0514 1.6852
32 C 2.1850 0.0649 -3.7978
33 C 4.3636 -1.7759 3.8120
34 C 2.7666 0.2886 -5.0242
35 C -1.1625 3.2093 1.7716
36 C 4.3347 -0.5538 -2.8625
37 C 1.2004 3.3540 2.1313
38 C 2.9532 -0.3606 -2.7048
39 C -1.3889 5.2706 -2.6275
40 C 4.9162 -0.3252 -4.1118
41 C 2.9992 -2.2473 4.2756
42 C -1.7528 -2.3513 -0.5532
43 H -0.0084 4.0870 -4.4228
44 H 2.6705 3.7042 -1.6482
45 H 2.8389 -2.0293 5.3305
46 H 5.1480 -2.4632 4.1259
47 H 4.6109 0.2604 -6.1328
48 H 1.6104 3.3987 -4.5329
49 H 2.1664 0.6127 -5.8626
50 H 2.8591 -3.3127 4.1020
51 H 1.3875 -3.2899 -0.3810
52 H -2.1300 5.7626 -1.9940
53 H 2.5957 2.3441 -2.7818
54 H 4.5895 -0.7816 4.1943
55 H 2.0856 3.8943 2.4340
56 H -3.2089 3.7953 -1.2126
57 H -2.1661 3.6100 1.7780
58 H -3.4080 -3.3792 -1.3897
59 H -0.1739 4.9580 2.5211
60 H -0.4052 5.6362 -2.3433
61 H 1.3905 5.0368 -3.8939
62 H 2.2713 1.5489 1.6228
63 H -3.4769 3.5364 -2.9453
64 H -1.5861 5.5612 -3.6620
65 H 4.6281 -1.0513 -1.0514
66 H 1.1249 0.2230 -3.6513
67 H 5.9812 -0.4804 -4.2142
68 H 1.7651 2.2287 -1.2235
69 H -1.9826 -5.3408 -2.0754
70 H 0.4540 -5.2925 -1.5311
71 H -2.7524 2.2552 -1.9535

Löwdin population analysis, charges in e, atoms 1 to 8: 1.273 0.932 0.988 0.014 0.075 0.145 0.153 -0.130



Record 3
ORCA calculation (ωB97M-V/def2-TZVPD) on a molecular structure, C20H35N2O2P2Zr.

- calculated total energy (eV) = -48213.9624
- LUMO energy (eV) = -11.53
- Kohn-Sham gap (Ha) = 0.1942
- HOMO level (hartree) = -0.6179
- charge = +3
- molecular weight (g mol⁻¹) = 488.684

Atoms and positions in Å:
1 Zr -0.6831 -0.4209 0.2176
2 P -0.2114 -1.5580 -2.0733
3 P -0.1351 1.4643 1.9313
4 O -3.3729 -2.1592 -0.4873
5 O -2.7350 0.0813 0.2475
6 N -0.3192 1.3156 -1.1988
7 N 0.2975 -3.8581 1.9794
8 C -0.6151 2.5252 -0.6560
9 C 1.0145 -4.5447 3.0256
10 C -1.1600 2.4704 0.7653
11 C 0.1711 1.2243 -2.4610
12 C 0.2805 -2.3926 2.0138
13 C 3.8599 -0.5149 0.5707
14 C 0.5083 -0.1409 -3.0150
15 C -0.0154 3.6077 -2.7005
16 C -0.8772 1.8345 3.5334
17 C 2.7053 -1.7815 2.2805
18 C 1.4771 2.2790 1.9822
19 C 0.3354 2.3688 -3.2311
20 C 0.9602 -2.8772 -2.4981
21 C 0.3472 -4.4795 0.6836
22 C 1.5234 -1.0292 0.2936
23 C -1.6416 -1.9445 -3.1244
24 C 3.8629 -1.1722 1.7997
25 C -0.4957 3.6868 -1.3985
26 C 2.6914 -0.4497 -0.1950
27 C 1.5425 -1.7299 1.5094
28 H -2.3093 -1.0754 -3.2083
29 H 1.0734 -2.9553 -3.5903
30 H -1.9706 1.7287 3.4867
31 H -0.4786 -4.1160 0.0499
32 H 1.4091 3.1616 2.6372
33 H 0.2443 -5.5691 0.8104
34 H 2.6880 0.0735 -1.1548
35 H 2.6803 -2.2864 3.2516
36 H -0.6886 -2.1071 1.4227
37 H -2.2099 -2.7988 -2.7299
38 H 4.7745 -0.0523 0.1942
39 H -0.6058 2.8587 3.8317
40 H 1.2922 -4.2802 0.1421
41 H -1.2799 -2.2033 -4.1303
42 H -1.2977 3.4687 1.2013
43 H -2.4071 -2.3336 -0.1740
44 H 0.7260 2.2522 -4.2457
45 H -0.4787 1.1104 4.2588
46 H 0.1127 -2.1224 3.0718
47 H -3.9798 -2.7249 0.0402
48 H 1.6063 -0.2760 -3.0633
49 H 0.7148 -5.6046 3.0161
50 H 0.1347 -0.2193 -4.0512
51 H -2.1718 1.9262 0.7415
52 H -3.4065 -1.1496 -0.1430
53 H 0.6040 -3.8384 -2.1052
54 H 1.9421 -2.6676 -2.0551
55 H 1.8023 2.5772 0.9761
56 H 0.0919 4.5058 -3.2968
57 H 0.7627 -4.1041 4.0026
58 H -3.2697 0.7945 -0.1495
59 H 2.2047 1.5551 2.3815
60 H 2.1152 -4.5042 2.8968
61 H 4.7742 -1.2277 2.3957
62 H -0.7811 4.6241 -0.9197

natural (NBO) population analysis, charges in e, atoms 1 to 8: 1.944 0.829 0.829 -0.757 -1.149 -0.645 -0.414 0.249